{"formula": "C5H7OP", "method": "ωB97M-V with the def2-TZVPD basis set", "elements": ["C", "C", "C", "C", "C", "O", "P", "H", "H", "H", "H", "H", "H", "H"], "xyz": [[-1.5908, 1.6318, 0.9699], [-0.8849, 0.8741, 0.2260], [2.1436, -0.7542, -0.4581], [0.6392, -1.0464, -0.4096], [-0.2988, 0.1106, -0.6319], [-2.8169, 1.4031, 1.4553], [-3.9312, 0.2730, 1.5992], [-1.2561, 2.6896, 1.1520], [2.4534, 0.1223, 0.2614], [2.3000, -0.5032, -1.5836], [2.6755, -1.6983, -0.0896], [0.4001, -1.5887, 0.5080], [0.6903, -1.7599, -1.2283], [-0.5235, 0.2462, -1.7707]], "atomic_forces_ev_per_a": [[0.602, 2.945, 0.479], [0.472, -1.353, -0.874], [0.807, 1.420, 0.531], [0.838, -0.462, 0.671], [0.344, -0.940, -3.107], [-0.827, 0.763, 0.685], [-0.267, -0.781, -0.116], [-0.330, -1.215, 0.196], [-0.426, -1.544, -1.609], [0.677, -0.285, 2.151], [-0.443, 1.386, -0.957], [-0.144, 0.139, -0.028], [-1.493, -0.213, -0.123], [0.189, 0.140, 2.100]], "homo_lumo_gap_ev": [6.95, 6.91], "e_above_lowest_kcal_mol": 96.9, "charge": 0, "total_energy_ha": -611.13201}


{"formula": "C4H8ClFN", "method": "ωB97M-V with the def2-TZVPD basis set", "elements": ["C", "C", "C", "C", "N", "F", "Cl", "H", "H", "H", "H", "H", "H", "H", "H"], "xyz": [[0.5418, -0.0735, -1.2723], [1.4005, -0.2597, -2.4396], [-0.7231, 0.2820, -1.0240], [2.7374, -0.1338, -2.1551], [-2.6387, 2.5439, 0.5285], [-1.1248, 0.7007, 0.1742], [-1.8110, 0.6493, -2.3515], [1.2300, -0.3237, -0.3346], [-3.1151, 2.3200, 1.3782], [0.9281, -0.2183, -3.3595], [2.9802, -0.0489, -1.1522], [3.3677, -0.3478, -3.0107], [-1.6372, 2.5619, 0.5853], [-2.8288, 3.4536, 0.1249], [-2.9238, 1.8098, -0.1041]], "atomic_forces_ev_per_a": [[1.288, -0.856, 3.280], [1.431, 1.274, 2.689], [2.005, -0.108, -2.781], [-3.309, -1.531, -3.429], [-0.268, 0.770, -1.000], [-0.302, -0.694, 0.723], [-0.065, 0.009, 0.946], [-2.078, 0.933, -1.484], [-0.163, 0.481, 1.153], [-0.298, -0.402, -2.022], [1.187, 0.114, 1.493], [0.702, 0.576, 0.520], [0.744, -0.674, 0.572], [-1.014, 0.342, 0.143], [0.140, -0.236, -0.802]], "homo_lumo_gap_ev": 8.29, "e_above_lowest_kcal_mol": 32.8, "charge": 1, "total_energy_ha": -771.68692}


{"formula": "C22H23N3O9P2Pd", "method": "ωB97M-V with the def2-TZVPD basis set", "elements": ["Pd", "O", "C", "C", "O", "O", "C", "C", "C", "C", "C", "C", "C", "C", "C", "C", "C", "C", "H", "H", "H", "H", "H", "H", "H", "H", "H", "H", "H", "N", "C", "C", "P", "O", "O", "O", "P", "O", "O", "O", "H", "H", "H", "H", "H", "H", "H", "H", "N", "C", "C", "C", "C", "C", "N", "C", "H", "H", "H", "H"], "xyz": [[-2.2589, 1.9295, -1.1807], [1.7664, 0.3646, 1.4420], [2.4280, -0.2499, 2.5264], [1.4098, -0.3338, 3.7326], [1.8348, -0.8331, 4.7878], [0.2641, 0.0733, 3.4358], [2.8363, -1.6509, 2.0688], [2.4822, -2.8137, 2.7419], [2.8051, -4.0592, 2.2128], [3.4873, -4.1599, 1.0098], [3.8554, -3.0002, 0.3361], [3.5345, -1.7619, 0.8666], [3.6588, 0.5503, 2.9266], [4.5674, 0.0429, 3.8551], [5.6854, 0.7743, 4.2193], [5.9206, 2.0257, 3.6601], [5.0212, 2.5350, 2.7368], [3.8973, 1.8022, 2.3727], [0.8799, 0.5227, 1.8311], [1.9563, -2.7332, 3.6852], [2.5125, -4.9569, 2.7460], [3.7269, -5.1318, 0.5949], [4.3671, -3.0611, -0.6161], [3.7938, -0.8578, 0.3285], [4.3697, -0.9215, 4.3027], [6.3784, 0.3681, 4.9476], [6.7974, 2.5965, 3.9442], [5.1910, 3.5095, 2.2933], [3.1900, 2.1894, 1.6524], [-3.6900, 0.5223, -3.4502], [-4.8623, 1.4809, -3.3613], [-5.5852, 1.4747, -4.7086], [-5.9259, 0.8190, -1.9642], [-7.1516, 0.0808, -2.7978], [-5.0818, -0.2798, -1.3985], [-6.5644, 1.9283, -1.2131], [-4.0730, 3.1626, -3.1566], [-5.3815, 4.1012, -3.3970], [-3.1640, 3.2331, -4.3348], [-3.6103, 3.4667, -1.7588], [-3.8223, -0.1409, -4.2108], [-3.7041, 0.0210, -2.5321], [-2.8253, 1.0634, -3.5835], [-5.9133, 0.4653, -4.9677], [-4.9315, 1.8746, -5.4870], [-6.4701, 2.1039, -4.6483], [-7.9276, 0.6324, -2.6429], [-5.7180, 4.3174, -2.5154], [2.4724, -1.9684, -2.9414], [1.6593, -1.6386, -2.1975], [0.6369, -1.2459, -1.2689], [0.3709, -2.0007, -0.1296], [-0.6376, -1.5627, 0.7037], [-1.3489, -0.4193, 0.3735], [-1.0879, 0.3196, -0.7176], [-0.0917, -0.0893, -1.5116], [0.9633, -2.8772, 0.1015], [-0.8635, -2.0760, 1.6266], [-2.1504, -0.0589, 0.9999], [0.1208, 0.5312, -2.3700]], "atomic_forces_ev_per_a": [[0.095, 0.124, -0.001], [0.261, 0.183, -0.044], [0.072, -0.042, 0.029], [-0.084, -0.162, 0.010], [-0.041, 0.171, -0.013], [0.080, 0.011, 0.060], [0.018, -0.055, 0.000], [-0.015, -0.044, 0.040], [0.003, -0.028, -0.028], [0.001, -0.008, -0.005], [-0.005, 0.006, -0.010], [0.003, 0.023, -0.008], [-0.005, -0.006, -0.032], [-0.022, -0.020, 0.001], [0.018, 0.012, 0.008], [0.003, -0.002, 0.005], [0.003, 0.010, -0.001], [-0.018, -0.020, -0.011], [-0.215, 0.040, 0.100], [0.021, -0.011, -0.039], [0.000, 0.005, -0.003], [0.003, -0.005, -0.004], [0.015, 0.003, -0.009], [0.004, 0.005, -0.007], [-0.001, -0.012, 0.005], [-0.004, -0.002, -0.003], [-0.002, -0.001, 0.000], [0.000, 0.000, 0.000], [-0.003, 0.002, -0.001], [-0.220, -0.023, -0.144], [-0.067, -0.075, -0.012], [0.063, 0.007, -0.065], [-0.074, -0.063, -0.136], [-0.003, 0.028, 0.090], [-0.021, 0.029, 0.053], [0.035, 0.077, 0.005], [-0.218, 0.165, -0.243], [0.135, 0.142, 0.118], [-0.033, 0.046, 0.046], [0.102, -0.201, 0.075], [-0.009, -0.027, 0.001], [0.084, 0.035, 0.026], [0.094, -0.070, 0.126], [-0.009, -0.011, 0.019], [-0.007, 0.007, 0.019], [0.005, 0.005, -0.001], [0.047, -0.030, -0.029], [-0.094, -0.140, -0.058], [-0.002, 0.004, -0.034], [0.054, -0.014, 0.079], [-0.024, -0.022, 0.022], [-0.025, -0.023, -0.010], [-0.034, -0.027, -0.028], [0.083, 0.000, -0.033], [0.076, -0.061, 0.063], [-0.066, 0.039, -0.008], [-0.031, 0.004, -0.004], [0.000, 0.006, 0.017], [-0.018, 0.007, 0.014], [-0.005, 0.008, -0.006]], "homo_lumo_gap_ev": 5.99, "e_above_lowest_kcal_mol": 0.0, "charge": -2, "total_energy_ha": -2504.49973}


{"formula": "CH5N2O2", "method": "ωB97M-V with the def2-TZVPD basis set", "elements": ["C", "N", "N", "O", "O", "H", "H", "H", "H", "H"], "xyz": [[2.3740, -0.2200, 0.0988], [-1.8894, -0.5328, -0.4616], [1.5878, 0.7212, 0.4584], [0.5691, 1.0784, -0.2714], [-2.9207, 0.1794, 0.1856], [-2.7556, 1.0416, 0.5550], [2.3668, -0.8926, -0.8187], [3.2724, -0.3348, 0.7176], [-1.5433, -1.2094, 0.1372], [-1.0610, 0.1690, -0.6010]], "atomic_forces_ev_per_a": [[1.315, -1.263, -0.641], [1.557, 3.591, -2.599], [-0.252, 0.650, 0.151], [-0.352, -0.264, -0.292], [-2.354, -1.016, 0.304], [1.523, 0.288, 0.015], [-0.584, 1.032, 0.712], [-0.358, -0.107, 0.014], [0.682, -1.348, 1.997], [-1.177, -1.563, 0.338]], "homo_lumo_gap_ev": 6.95, "e_above_lowest_kcal_mol": 135.3, "charge": -1, "total_energy_ha": -300.96793}